ORCA calculation (ωB97M-V with the def2-TZVPD basis set) on the molecule C4H6ClOP in a non-equilibrium geometry.

Each line ends with the Löwdin charge.
Geometry (Å):
O  -1.927  1.047  1.712  -0.352
P  -1.211  0.190  0.820  0.243
Cl  -1.800  -1.678  0.906  0.424
C  -1.076  0.503  -0.964  -0.166
C  0.188  0.307  -1.327  -0.151
C  1.153  -0.224  -0.323  -0.274
C  0.628  -0.117  1.043  -0.288
H  -1.746  0.678  -1.715  0.051
H  0.460  0.227  -2.358  0.107
H  1.262  -1.111  -0.815  0.088
H  2.122  0.306  -0.211  0.130
H  0.818  -0.908  1.733  0.072
H  1.130  0.780  1.498  0.115

Results
HOMO level ... -10.2 eV
SMILES ... O=[P@@]1(Cl)C=CCC1
Multiplicity ... 1
Kohn-Sham gap ... 11.009 eV